## w
The following is a DFT calculation (ωB97M-V/def2-TZVPD) of a cluster of 2 separate species, C3H10NO in total.

Last column: Mulliken charge in e.
Geometry (Å):
O -0.29 -0.49 0.67  -0.54
N -1.29 2.10 0.40  -0.27
C -1.45 2.17 -0.96  -0.64
C 1.02 -1.08 0.66  -0.28
C 1.20 -2.00 -0.53  -0.99
H 0.85 -3.01 -0.35  0.29
H -1.63 2.81 1.03  0.16
H 0.76 -1.57 -1.43  0.28
H -0.81 1.36 0.88  0.24
H 2.26 -2.02 -0.76  0.33
H 1.71 -0.25 0.53  0.25
H -0.78 1.59 -1.56  0.22
H -2.01 2.99 -1.39  0.32
H -0.81 -1.12 1.18  0.26
H 1.27 -1.50 1.64  0.35

The gap between HOMO and LUMO (spin up / spin down) is 6.38 / 10.94 eV. The spin multiplicity is 2. Its lowest unoccupied orbital energy (spin up / spin down) is 0.8 / 0.8 eV. For the HOMO energy (spin up / spin down), the calculation gives -5.57 / -10.13 eV.

=====

## x
The following is a DFT calculation (ωB97M-V/def2-TZVPD) of a cluster of 2 separate species, C3H10NO in total.

Last column: Mulliken charge in e.
Geometry (Å):
O 1.21 -0.52 -0.07  -0.50
N -2.14 -1.38 1.06  -0.30
C 1.83 1.41 -1.62  -1.01
C 0.80 0.51 -0.97  -0.15
C -2.14 -0.87 2.32  -0.55
H 2.87 1.15 -1.43  0.31
H -1.73 -0.95 0.25  0.17
H 1.97 2.26 -0.95  0.30
H -2.75 -1.33 3.13  0.26
H -1.45 -0.07 2.47  0.26
H 1.63 1.78 -2.63  0.28
H -2.54 -2.29 0.95  0.17
H 0.29 0.01 -1.79  0.23
H 2.12 -0.76 -0.32  0.28
H 0.04 1.06 -0.40  0.25

The gap between HOMO and LUMO (spin up / spin down) is 6.64 / 11.17 eV. The spin multiplicity is 2. Its lowest unoccupied orbital energy (spin up / spin down) is 0.9 / 0.9 eV. For the HOMO energy (spin up / spin down), the calculation gives -5.72 / -10.25 eV.

=====

## y
The following is a DFT calculation (ωB97M-V/def2-TZVPD) of a cluster of 2 separate species, C3H10NO in total.

Last column: Mulliken charge in e.
Geometry (Å):
O 2.09 -2.45 0.60  -0.65
N 0.46 0.00 -0.24  -0.69
C -0.76 0.82 -0.01  0.27
C -1.90 0.39 -0.87  -1.07
C -0.58 2.11 0.49  -0.98
H 1.27 0.63 -0.48  0.46
H -0.07 2.36 1.41  0.25
H -2.46 1.26 -1.21  0.32
H 2.11 -3.33 0.20  0.31
H -1.53 -0.03 -1.83  0.33
H 2.67 -2.50 1.38  0.31
H -1.23 2.88 0.11  0.24
H -2.56 -0.35 -0.41  0.21
H 0.34 -0.74 -0.96  0.33
H 0.83 -0.59 0.51  0.37

The gap between HOMO and LUMO (spin up / spin down) is 4.45 / 7.52 eV. The spin multiplicity is 2. Its lowest unoccupied orbital energy (spin up / spin down) is 0.3 / 0.2 eV. For the HOMO energy (spin up / spin down), the calculation gives -4.17 / -7.37 eV.

=====

## z
The following is a DFT calculation (ωB97M-V/def2-TZVPD) of a cluster of 2 separate species, C3H10NO in total.

Last column: Mulliken charge in e.
Geometry (Å):
O -0.18 -0.95 0.47  -0.25
N 2.44 -0.20 0.21  -2.87
C -1.84 0.72 0.73  -0.82
C -0.96 0.10 -0.04  0.72
C -0.59 0.44 -1.44  -1.43
H 3.06 -1.04 0.24  0.82
H -2.07 0.44 1.75  0.30
H -2.45 1.46 0.22  0.24
H 2.61 0.38 -0.65  0.78
H 0.30 1.06 -1.43  0.34
H 1.43 -0.50 0.28  0.43
H -0.52 -1.10 1.36  0.15
H -0.36 -0.49 -1.97  0.36
H -1.40 0.96 -1.94  0.39
H 2.67 0.39 1.04  0.85

The gap between HOMO and LUMO (spin up / spin down) is 4.51 / 10.26 eV. The spin multiplicity is 2. Its lowest unoccupied orbital energy (spin up / spin down) is 0.9 / 0.6 eV. For the HOMO energy (spin up / spin down), the calculation gives -3.64 / -9.68 eV.

=====

What should be chosen as the least stable of them? Choose y.

=====

## w
The following is a DFT calculation (ωB97M-V/def2-TZVPD) of the molecule C6H14.

Last column: Mulliken charge in e.
Geometry (Å):
C -0.73 0.04 0.52  0.21
C 0.72 0.56 0.40  0.84
C -1.75 1.02 -0.04  -1.60
C 1.70 -0.43 1.02  -1.59
C -1.02 -1.63 -0.26  -1.32
C 1.11 0.89 -1.05  -1.44
H -2.10 -1.85 -0.28  0.36
H 2.16 1.20 -1.13  0.43
H 1.42 -0.64 2.05  0.37
H -0.61 -1.51 -1.24  0.38
H 0.83 1.52 0.97  0.31
H 2.73 -0.06 1.00  0.43
H -1.63 1.09 -1.13  0.31
H -0.98 -0.79 1.14  0.31
H 1.67 -1.37 0.45  0.29
H -2.77 0.70 0.18  0.40
H 0.50 1.71 -1.47  0.36
H 0.97 0.01 -1.69  0.24
H -0.56 -2.53 0.23  0.34
H -1.66 2.06 0.33  0.35

The gap between HOMO and LUMO is 9.78 eV. Its lowest unoccupied orbital energy is 1.1 eV. For the HOMO energy, the calculation gives -8.64 eV.

=====

## x
The following is a DFT calculation (ωB97M-V/def2-TZVPD) of a cluster of 2 separate species, C6H14 in total.

Last column: Mulliken charge in e.
Geometry (Å):
C 1.15 -0.61 -0.62  -0.33
C 2.54 -0.07 -0.40  -1.25
C -2.31 -0.52 0.37  -1.16
C 0.00 0.06 -0.53  0.75
C -1.32 -0.62 -0.79  -0.52
C -0.08 1.53 -0.17  -1.35
H 2.56 0.72 0.36  0.35
H -2.60 0.52 0.57  0.29
H -1.14 -1.68 -1.02  0.31
H -0.52 1.67 0.82  0.32
H -0.72 2.06 -0.88  0.33
H 0.57 -0.30 2.86  0.30
H 3.22 -0.86 -0.07  0.35
H -1.78 -0.19 -1.69  0.30
H 0.57 -0.42 2.13  -0.32
H 1.10 -1.66 -0.91  0.28
H 2.96 0.35 -1.32  0.29
H -1.87 -0.92 1.30  0.30
H -3.23 -1.08 0.16  0.37
H 0.90 2.02 -0.17  0.39

The gap between HOMO and LUMO is 10.06 eV. Its lowest unoccupied orbital energy is 1.2 eV. For the HOMO energy, the calculation gives -8.87 eV.

=====

What should be chosen as the least stable of them? Choose w.

=====

## w
The following is a DFT calculation (ωB97M-V/def2-TZVPD) of a structure of composition C6H14.

Last column: Mulliken charge in e.
Geometry (Å):
C -0.79 1.41 -1.04  -1.49
C 1.48 0.60 -1.77  -1.55
C 0.52 0.76 -0.58  0.93
C 0.36 -0.60 0.12  -0.95
C -0.30 -1.74 2.27  -0.75
C -0.16 -0.62 1.54  -0.36
H -2.07 -0.36 0.87  -0.03
H 1.05 -0.07 -2.52  0.33
H -1.81 -0.93 1.35  0.08
H -0.35 0.35 1.99  0.38
H 2.44 0.19 -1.45  0.38
H 1.00 1.44 0.15  0.20
H -0.58 2.35 -1.56  0.41
H 1.35 -1.03 0.27  0.37
H -1.32 0.75 -1.74  0.33
H -0.62 -1.70 3.31  0.29
H -1.46 1.62 -0.21  0.36
H 1.67 1.57 -2.25  0.41
H -0.18 -1.29 -0.54  0.39
H -0.22 -2.72 1.80  0.27

The gap between HOMO and LUMO is 9.86 eV. Its lowest unoccupied orbital energy is 1.2 eV. For the HOMO energy, the calculation gives -8.64 eV.

=====

## x
The following is a DFT calculation (ωB97M-V/def2-TZVPD) of the molecule C6H14.

Last column: Mulliken charge in e.
Geometry (Å):
C 1.41 0.34 -0.26  -0.61
C -2.15 0.51 1.34  -1.36
C -0.79 -0.57 -1.11  -1.58
C -0.66 0.74 1.10  -0.57
C 0.04 -0.24 0.13  0.71
C 2.34 -0.65 -0.96  -1.22
H -0.99 0.33 -1.71  0.31
H 1.94 -0.97 -1.92  0.30
H -2.36 -0.52 1.66  0.33
H 3.32 -0.20 -1.13  0.36
H 2.49 -1.55 -0.35  0.31
H -2.51 1.19 2.12  0.39
H 0.21 -1.18 0.67  0.17
H 1.90 0.72 0.65  0.36
H -1.76 -1.01 -0.84  0.39
H -0.27 -1.29 -1.75  0.42
H 1.24 1.21 -0.91  0.32
H -0.51 1.76 0.74  0.31
H -0.14 0.67 2.07  0.33
H -2.75 0.72 0.44  0.33

The gap between HOMO and LUMO is 12.17 eV. Its lowest unoccupied orbital energy is 1.2 eV. For the HOMO energy, the calculation gives -10.95 eV.

=====

What should be chosen as the least stable of them? Choose w.

=====

## w
The following is a DFT calculation (ωB97M-V/def2-TZVPD) of a structure of composition C6H14.

Last column: Mulliken charge in e.
Geometry (Å):
C 2.53 0.25 0.12  -1.33
C -0.05 0.05 0.02  0.81
C -2.63 0.02 -0.02  -1.31
C 0.00 -1.30 -0.65  -1.41
C -1.30 0.71 0.15  -0.55
C 1.18 0.93 -0.10  -0.53
H 0.33 -0.60 1.60  0.12
H -3.44 0.72 0.19  0.34
H -1.28 1.78 0.34  0.40
H 0.91 -1.85 -0.39  0.42
H 2.56 -0.25 1.09  0.37
H -0.03 -1.13 -1.73  0.36
H 2.75 -0.48 -0.67  0.31
H -0.87 -1.91 -0.38  0.38
H 1.12 1.35 -1.11  0.37
H -2.79 -0.37 -1.03  0.30
H -0.60 0.11 1.21  -0.11
H 3.33 1.00 0.09  0.38
H -2.76 -0.82 0.68  0.36
H 1.06 1.77 0.59  0.34

The gap between HOMO and LUMO is 8.01 eV. Its lowest unoccupied orbital energy is 1.1 eV. For the HOMO energy, the calculation gives -6.90 eV.

=====

## x
The following is a DFT calculation (ωB97M-V/def2-TZVPD) of a cluster of 2 separate species, C6H14 in total.

Last column: Mulliken charge in e.
Geometry (Å):
C 1.69 -0.35 1.03  -1.47
C -0.65 0.58 0.87  -0.71
C -1.13 -1.99 -0.16  -1.02
C 1.11 0.95 -1.07  -1.42
C -1.68 1.16 -0.03  -1.07
C 0.76 0.70 0.41  1.06
H 2.18 1.18 -1.17  0.41
H 0.55 1.78 -1.50  0.40
H -2.20 -2.15 -0.33  0.32
H 2.73 -0.04 0.98  0.43
H -1.02 -1.28 0.68  0.33
H -2.68 0.76 0.20  0.34
H -1.52 1.15 -1.11  0.32
H 0.91 0.05 -1.67  0.24
H -0.67 -1.59 -1.07  0.19
H -0.64 -2.92 0.13  0.30
H 1.61 -1.30 0.48  0.32
H -1.71 2.22 0.29  0.40
H 0.94 1.64 0.97  0.26
H 1.41 -0.54 2.07  0.37

The gap between HOMO and LUMO is 8.53 eV. Its lowest unoccupied orbital energy is 0.6 eV. For the HOMO energy, the calculation gives -7.94 eV.

=====

What should be chosen as the least stable of them? Choose w.

=====

## w
The following is a DFT calculation (ωB97M-V/def2-TZVPD) of the molecule C3H2N4O.

Last column: Mulliken charge in e.
Geometry (Å):
O -1.33 -1.06 -0.11  -0.20
N 1.12 -1.28 0.05  -0.60
N -2.00 0.22 -0.01  -0.04
N 0.05 0.61 0.25  0.44
N -1.15 1.11 -0.06  -0.34
C 2.00 -0.13 -0.08  -0.18
C -0.01 -0.72 0.06  0.46
C 1.35 1.15 -0.01  -0.20
H 1.35 2.18 -0.36  0.36
H 3.15 -0.07 -0.21  0.31

The gap between HOMO and LUMO is 9.87 eV. Its lowest unoccupied orbital energy is 0.1 eV. For the HOMO energy, the calculation gives -9.74 eV.

=====

## x
The following is a DFT calculation (ωB97M-V/def2-TZVPD) of the molecule C3H2N4O.

Last column: Mulliken charge in e.
Geometry (Å):
O 1.27 -0.80 -1.68  -0.46
N -0.15 -0.28 1.48  -0.25
N 0.48 1.65 0.21  -0.21
N 0.24 1.02 -0.92  -0.19
N -1.23 -0.64 0.64  -0.28
C -0.99 -0.89 -0.58  -0.05
C 0.61 0.73 1.27  -0.03
C 0.26 -0.38 -1.25  0.56
H -1.80 -1.31 -1.12  0.40
H 1.31 0.90 1.97  0.50

The gap between HOMO and LUMO is 8.79 eV. Its lowest unoccupied orbital energy is -1.2 eV. For the HOMO energy, the calculation gives -9.99 eV.

=====

## y
The following is a DFT calculation (ωB97M-V/def2-TZVPD) of the molecule C3H2N4O.

Last column: Mulliken charge in e.
Geometry (Å):
O 2.28 -0.28 -0.74  -0.45
N -1.47 -0.15 -0.72  -0.15
N 0.66 -1.48 0.64  -0.23
N -0.46 -1.79 0.23  0.10
N -0.89 -1.32 -0.79  -0.07
C 1.23 -0.24 -0.13  0.54
C 0.32 0.98 0.01  -0.30
C -0.98 0.82 0.15  0.03
H 0.91 1.75 0.77  0.23
H -1.60 1.72 0.58  0.31

The gap between HOMO and LUMO is 8.57 eV. Its lowest unoccupied orbital energy is -1.5 eV. For the HOMO energy, the calculation gives -10.05 eV.

=====

What should be chosen as the least stable of them? Choose y.

=====

## w
The following is a DFT calculation (ωB97M-V/def2-TZVPD) of the molecule C3H2N4O.

Last column: Mulliken charge in e.
Geometry (Å):
O 2.34 0.01 -0.11  -0.01
N 1.68 -1.09 -0.03  -0.40
N -0.87 -1.07 -0.05  0.18
N 1.57 1.13 0.05  -0.40
N -1.67 -0.10 -0.04  -0.60
C 0.47 -0.69 0.06  0.37
C -1.07 1.05 -0.04  -0.38
C 0.35 0.74 0.19  0.58
H -1.56 2.01 -0.33  0.37
H -1.22 -1.98 0.30  0.30

The gap between HOMO and LUMO is 9.71 eV. Its lowest unoccupied orbital energy is 0.1 eV. For the HOMO energy, the calculation gives -9.59 eV.

=====

## x
The following is a DFT calculation (ωB97M-V/def2-TZVPD) of a cluster of 2 separate species, C3H2N4O in total.

Last column: Mulliken charge in e.
Geometry (Å):
O 1.75 -2.11 1.00  -0.53
N -0.73 1.62 0.59  -0.51
N -1.50 1.30 -3.21  -0.32
N 0.29 0.95 1.38  -0.02
N -1.11 0.98 -2.23  0.27
C -0.59 0.50 -0.02  0.69
C 0.94 -1.53 0.32  -0.17
C 0.44 -0.23 0.43  0.03
H -0.02 0.58 2.30  0.28
H 0.54 -2.05 -0.55  0.28

The gap between HOMO and LUMO is 8.10 eV. Its lowest unoccupied orbital energy is -1.1 eV. For the HOMO energy, the calculation gives -9.22 eV.

=====

What should be chosen as the least stable of them? Choose x.

=====

## w
The following is a DFT calculation (ωB97M-V/def2-TZVPD) of a structure of composition CH3NOS2.

Last column: Mulliken charge in e.
Geometry (Å):
S -0.81 1.47 0.45  -0.08
S -1.50 -0.27 -0.70  0.24
O -1.70 -1.77 0.83  -0.55
N 0.20 -0.26 -0.86  -0.29
C 0.75 0.57 0.19  -0.27
H 1.46 1.22 -0.10  0.40
H 0.98 0.21 1.20  0.25
H 0.63 -1.18 -1.02  0.30

The gap between HOMO and LUMO (spin up / spin down) is 7.81 / 7.83 eV. Its lowest unoccupied orbital energy (spin up / spin down) is -1.4 / -1.4 eV. For the HOMO energy (spin up / spin down), the calculation gives -9.20 / -9.22 eV.

=====

## x
The following is a DFT calculation (ωB97M-V/def2-TZVPD) of a cluster of 2 separate species, CH3NOS2 in total.

Last column: Mulliken charge in e.
Geometry (Å):
S -0.18 -1.77 -1.18  0.48
S -0.48 -0.89 -2.85  -0.11
O -1.22 -1.55 -0.20  -0.36
N 0.85 0.61 1.59  -0.46
C 0.40 0.91 0.46  -0.45
H 1.10 0.91 -0.37  0.33
H -0.63 1.18 0.22  0.32
H 0.16 0.61 2.34  0.25

The gap between HOMO and LUMO is 8.02 eV. Its lowest unoccupied orbital energy is -2.1 eV. For the HOMO energy, the calculation gives -10.09 eV.

=====

What should be chosen as the least stable of them? Choose w.